Entry 1:
33
Properties=species:S:1:pos:R:3:mulliken_charge:R:1 method="wB97M-V/def2-TZVPD" charge=-1 homo_lumo_gap_ev="4.6 / 6.6" s2=2.01 fmax_ev_per_a=8.02 e_above_lowest_ev=2.782 e_homo_ev="-1.996 / -4.653" total_energy_ev=-55449.628 spin_multiplicity=3
Au 1.651 -0.910 -1.062 0.37
Cl 4.040 -0.560 -1.094 -0.60
Cl 1.978 -3.064 -1.922 -0.66
C -0.615 -0.598 -0.960 -1.17
H -1.353 -0.337 -1.777 -0.12
H -0.676 -1.738 -0.995 0.71
C 0.923 0.757 -0.087 -0.57
C -0.599 0.809 -0.666 0.78
H 0.809 0.380 0.926 0.33
C -0.602 1.683 -1.994 -0.92
H -1.451 0.953 0.081 0.31
C 0.832 1.894 -2.631 -0.60
H -1.129 1.083 -2.772 0.40
H -1.115 2.637 -1.874 0.39
C 1.801 2.618 -1.690 -0.61
H 1.329 0.899 -2.884 0.15
H 0.740 2.432 -3.615 0.40
C 1.834 1.988 -0.253 -0.87
H 2.820 2.551 -2.102 0.29
H 1.516 3.670 -1.626 0.31
H 2.889 1.643 -0.081 0.30
H 1.544 2.774 0.488 0.36
Cl 0.216 -2.082 4.928 -0.23
C -0.767 -2.011 3.528 0.06
C -2.147 -2.265 3.598 -0.25
C -2.888 -2.148 2.376 -0.69
C -2.184 -1.781 1.230 -0.16
N -0.889 -1.516 1.205 0.01
C -0.181 -1.682 2.311 -0.34
H -2.585 -2.525 4.525 0.46
H -3.933 -2.320 2.375 0.41
H -2.735 -1.713 0.279 0.34
H 0.925 -1.518 2.235 0.42

Entry 2:
42
Properties=species:S:1:pos:R:3:mulliken_charge:R:1 method="wB97M-V/def2-TZVPD" charge=+2 homo_lumo_gap_ev=6.0 fmax_ev_per_a=0.56 e_above_lowest_ev=0.000 e_homo_ev=-15.255 total_energy_ev=-49249.288
Pd 0.052 -0.195 -0.335 -0.22
O 0.020 -4.052 0.261 -0.48
C 0.346 -2.921 0.121 0.54
O -0.574 -2.012 -0.302 -0.44
C 1.709 -2.347 0.402 0.63
C 2.809 -3.106 0.727 -0.82
C 3.994 -2.450 1.047 -0.29
C 4.028 -1.064 1.045 -0.85
C 2.893 -0.358 0.691 -0.17
N 1.768 -1.004 0.372 0.24
H 2.712 -4.184 0.741 0.56
H 4.879 -3.015 1.304 0.47
H 4.926 -0.522 1.309 0.45
H 2.879 0.723 0.665 0.49
F -0.675 -1.245 4.790 -0.28
C -1.110 -0.632 3.705 0.20
C -0.424 -0.859 2.512 -0.66
C -0.897 -0.184 1.433 1.93
C -2.008 0.647 1.397 -0.67
C -2.650 0.805 2.625 0.35
F -3.730 1.574 2.687 -0.29
C -2.219 0.189 3.786 -0.91
C -2.457 1.142 0.083 0.85
C -3.516 1.990 -0.174 -0.86
C -3.837 2.289 -1.492 -0.31
C -3.094 1.728 -2.526 -0.99
C -2.023 0.925 -2.204 -0.02
N -1.700 0.656 -0.935 0.26
H 0.424 -1.530 2.534 0.59
H -2.746 0.335 4.719 0.52
H -4.091 2.398 0.641 0.56
H -4.669 2.946 -1.709 0.48
H -3.334 1.908 -3.563 0.44
H -1.419 0.470 -2.974 0.46
S 1.923 1.046 -4.444 -0.04
C 2.352 2.226 -3.290 -0.23
C 1.831 1.909 -2.082 -0.89
N 1.089 0.748 -2.076 0.33
C 1.073 0.189 -3.269 -0.34
H 2.954 3.082 -3.550 0.45
H 1.935 2.499 -1.184 0.45
H 0.575 -0.746 -3.486 0.49

Entry 3:
97
Properties=species:S:1:pos:R:3:mulliken_charge:R:1 method="wB97M-V/def2-TZVPD" homo_lumo_gap_ev=9.0 fmax_ev_per_a=3.13 smiles="CN(C)P(=O)(N(C)C)N(C)C.C1CCOC1.C1CCOC1.CO.CO.CO.CO.CO.CO.CO" e_homo_ev=-8.641 total_energy_ev=-57014.154
C -4.992 2.278 3.987 -0.56
C -5.761 2.444 2.691 -0.66
C -4.901 1.648 1.694 -0.55
O -3.654 1.288 2.295 0.15
C -3.546 2.091 3.486 -0.58
H -5.256 1.331 4.454 0.20
H -5.055 3.093 4.705 0.43
H -5.797 3.505 2.382 0.30
H -6.767 2.061 2.762 0.31
H -4.646 2.150 0.765 0.25
H -5.417 0.755 1.394 0.33
H -3.128 3.078 3.266 0.28
H -2.906 1.531 4.153 0.17
C -1.572 -0.940 3.954 1.06
C -0.988 -1.135 5.341 -0.78
C -2.268 -0.846 6.213 -0.57
O -3.441 -0.703 5.400 -0.42
C -3.036 -1.240 4.140 -0.56
H -1.064 -1.533 3.209 -0.12
H -1.433 0.111 3.672 -0.43
H -0.201 -0.399 5.582 0.24
H -0.539 -2.133 5.522 0.34
H -2.155 0.059 6.793 0.37
H -2.268 -1.684 6.908 0.36
H -3.667 -0.825 3.365 -0.01
H -3.209 -2.330 4.101 0.41
C 3.222 -0.400 1.208 -0.52
O 2.642 0.807 0.796 -0.62
H 4.222 -0.195 1.581 0.36
H 2.724 -0.937 1.998 0.29
H 3.399 -1.131 0.381 0.08
H 1.767 0.675 0.374 0.38
C 0.483 5.387 2.558 -0.57
O 0.288 4.258 3.385 -0.45
H -0.103 6.201 3.013 0.23
H 1.545 5.618 2.509 0.25
H 0.093 5.208 1.563 0.23
H 1.000 3.603 3.245 0.38
C -3.243 -0.986 -0.097 -0.41
O -2.090 -0.700 -0.861 -0.34
H -4.112 -0.539 -0.580 0.33
H -3.423 -2.048 0.023 0.42
H -3.132 -0.522 0.882 -0.14
H -2.069 -1.188 -1.686 0.18
C 0.260 -2.841 0.941 0.10
O 0.138 -3.954 1.882 -0.57
H 0.205 -1.867 1.458 -0.06
H 1.097 -2.758 0.278 0.13
H -0.681 -2.860 0.362 0.08
H 0.903 -4.137 2.437 0.30
C -2.177 2.844 -2.542 -0.69
O -2.915 1.888 -1.834 -0.42
H -2.477 2.877 -3.608 0.29
H -2.406 3.844 -2.181 0.29
H -1.086 2.736 -2.520 0.26
H -2.447 1.053 -1.897 0.28
C 3.653 3.196 3.122 -0.74
O 2.450 2.434 3.168 -0.51
H 3.507 4.051 3.779 0.29
H 4.507 2.582 3.406 0.28
H 3.827 3.468 2.069 0.30
H 2.481 1.748 2.470 0.35
C -0.708 1.861 0.934 0.62
O 0.010 0.899 0.171 -0.35
H 0.062 2.523 1.336 0.10
H -1.484 2.373 0.358 0.17
H -1.108 1.348 1.811 -0.52
H -0.607 0.254 -0.209 0.08
O 1.015 -0.940 -5.722 -0.95
P 2.104 -1.680 -5.069 0.57
N 1.871 -1.933 -3.427 0.42
C 0.995 -1.075 -2.669 -0.98
C 2.704 -2.816 -2.666 -1.16
N 3.561 -0.882 -5.253 0.24
C 4.850 -1.450 -4.743 -1.18
C 3.663 0.389 -5.959 -1.04
N 2.387 -3.242 -5.642 0.26
C 3.229 -3.542 -6.828 -1.08
C 1.490 -4.320 -5.362 -1.15
H 0.217 -0.539 -3.240 0.42
H 1.559 -0.308 -2.090 0.37
H 0.489 -1.702 -1.920 0.06
H 3.163 -3.533 -3.301 0.50
H 2.095 -3.341 -1.933 0.41
H 3.539 -2.315 -2.159 0.13
H 5.600 -1.189 -5.504 0.43
H 5.087 -0.874 -3.876 0.28
H 4.786 -2.517 -4.753 0.39
H 4.345 0.990 -5.335 0.37
H 4.057 0.356 -6.977 0.25
H 2.650 0.788 -5.932 0.33
H 2.621 -3.996 -7.624 0.38
H 3.606 -2.607 -7.209 0.34
H 4.020 -4.269 -6.615 0.28
H 1.057 -4.202 -4.392 0.38
H 2.010 -5.273 -5.426 0.37
H 0.680 -4.304 -6.093 0.32